52
Properties=species:S:1:pos:R:3 method="wB97M-V/def2-TZVPD" largest_force_ha_per_bohr=0.0122 lumo_energy_ha=-0.18593 e_homo_ev=-13.4230 total_charge=+1
O 2.834 -0.794 -0.225
P 2.520 0.507 -0.845
C 1.136 1.312 0.048
C -0.180 0.984 -0.235
C -1.196 1.493 0.570
C -2.624 1.115 0.360
P -3.005 -0.646 0.716
O -4.412 -0.787 1.039
O -2.013 -1.073 1.900
O -2.511 -1.469 -0.579
C -0.799 2.371 1.607
N 0.451 2.690 1.828
N 1.364 2.145 1.062
H 3.508 1.505 -0.803
H 2.024 0.517 -2.153
H -0.399 0.342 -1.085
H -3.294 1.673 1.016
H -2.883 1.275 -0.692
H -1.073 -1.172 1.700
H -1.605 -1.797 -0.509
H -1.523 2.811 2.286
H 2.311 2.380 1.348
O -0.546 -0.334 -2.860
S -0.885 -0.836 -4.176
O 0.186 -1.219 -5.035
O -1.817 0.218 -4.875
C -1.375 1.603 -4.964
C -0.339 1.816 -6.044
C -2.047 -2.141 -4.030
H -1.017 1.915 -3.981
H -2.290 2.148 -5.178
H 0.602 1.320 -5.807
H -0.152 2.884 -6.152
H -0.695 1.425 -6.995
H -2.856 -1.828 -3.375
H -1.512 -2.990 -3.609
H -2.411 -2.380 -5.026
O 3.425 -0.352 5.270
S 2.791 -0.458 3.996
O 1.986 0.651 3.546
O 1.921 -1.777 3.950
C 1.069 -2.053 5.102
C -0.180 -1.202 5.133
C 3.955 -0.887 2.753
H 1.666 -1.930 6.005
H 0.831 -3.108 4.996
H 0.054 -0.153 5.308
H -0.826 -1.549 5.939
H -0.730 -1.282 4.195
H 4.533 -1.738 3.103
H 4.601 -0.020 2.622
H 3.427 -1.124 1.832